Entry 1:
ORCA calculation (ωB97M-V with the def2-TZVPD basis set) on C23H25ClN2NdP as an isolated structure at a distorted geometry.

Each line ends with the Löwdin spin population.
Positions of all 53 atoms, in Å:
1 Nd 0.823 1.587 0.690  3.0358
2 Cl 0.268 0.890 3.128  -0.0149
3 P 0.471 -1.137 0.370  -0.0082
4 C 1.565 -0.588 -0.943  -0.0029
5 C 1.185 -0.693 -2.296  0.0020
6 C 1.979 -0.144 -3.304  -0.0009
7 C 3.109 0.613 -2.987  0.0016
8 C 3.479 0.801 -1.658  -0.0003
9 C 2.756 0.155 -0.640  -0.0004
10 C 1.424 -2.320 1.357  -0.0012
11 C 0.951 -2.597 2.655  -0.0006
12 C 1.677 -3.395 3.534  0.0001
13 C 2.949 -3.832 3.162  -0.0007
14 C 3.474 -3.511 1.914  0.0000
15 C 2.716 -2.756 1.009  -0.0007
16 C -0.971 -1.928 -0.248  -0.0010
17 C -2.257 -1.411 0.000  0.0003
18 C -3.382 -2.152 -0.361  0.0000
19 C -3.241 -3.409 -0.973  0.0000
20 C -1.958 -3.873 -1.296  -0.0001
21 C -0.826 -3.132 -0.945  -0.0003
22 H 0.027 -2.101 2.958  -0.0001
23 H 1.234 -3.683 4.493  0.0000
24 H 3.522 -4.449 3.847  0.0000
25 H 4.476 -3.861 1.619  0.0000
26 H 3.130 -2.455 0.039  0.0000
27 H 0.229 -1.166 -2.548  0.0001
28 H 1.730 -0.318 -4.358  -0.0001
29 H 3.734 1.032 -3.788  0.0001
30 H 4.383 1.379 -1.413  0.0000
31 H 3.106 0.243 0.405  0.0003
32 H -2.353 -0.449 0.508  0.0003
33 H -4.390 -1.781 -0.160  0.0000
34 H -4.127 -4.019 -1.208  0.0000
35 H -1.844 -4.829 -1.807  0.0000
36 H 0.167 -3.517 -1.180  0.0000
37 H -0.015 1.338 -1.317  -0.0010
38 H -0.673 1.001 -1.014  -0.0012
39 C -4.295 4.504 0.333  -0.0001
40 C -2.935 3.962 0.432  -0.0005
41 C -1.830 4.512 -0.189  0.0001
42 C -0.803 3.597 -0.072  -0.0006
43 N -1.211 2.549 0.722  -0.0051
44 N -2.539 2.797 1.037  0.0006
45 C 0.586 3.999 -0.400  -0.0005
46 H -4.308 5.504 0.770  0.0000
47 H -4.524 4.614 -0.728  -0.0001
48 H -5.036 3.864 0.806  0.0000
49 H -1.676 5.524 -0.506  0.0000
50 H -2.817 2.435 1.928  0.0000
51 H 0.724 4.060 -1.484  0.0006
52 H 0.629 4.992 0.081  -0.0002
53 H 1.509 3.553 0.022  0.0000

## Properties
Lowest unoccupied orbital energy (alpha / beta): -7.0 / -6.7 eV
⟨S²⟩: 3.755
Net charge: +2
Frontier orbital gap (alpha / beta): 7.2 / 7.4 eV
2S+1: 4

---

Entry 2:
ORCA calculation (ωB97M-V with the def2-TZVPD basis set) on C13H6F3N2O4SZn as an isolated structure at a distorted geometry.

Each line ends with the Löwdin charge.
Positions of all 30 atoms, in Å:
1 Zn 0.634 1.079 -0.152  0.6095
2 O -5.326 -0.169 -3.495  -0.0401
3 C -4.980 0.903 -2.999  -0.7138
4 O -5.497 2.015 -2.986  -0.0245
5 C -3.582 0.827 -2.235  -0.0648
6 C -2.865 -0.366 -2.196  -0.0013
7 C -1.633 -0.398 -1.582  -0.1080
8 N -1.106 0.686 -1.010  -0.0063
9 C -1.794 1.835 -1.011  -0.1704
10 C -3.034 1.946 -1.616  0.0671
11 C -1.138 3.007 -0.290  -0.5974
12 O -1.739 4.053 -0.177  0.0722
13 O 0.045 2.792 0.181  -0.1300
14 H -3.290 -1.244 -2.656  0.1108
15 H -1.030 -1.297 -1.530  0.1106
16 H -3.574 2.882 -1.616  0.1280
17 F 5.420 -0.712 0.736  0.1263
18 C 4.621 -1.770 0.935  -0.6169
19 F 5.323 -2.604 1.733  0.1160
20 F 4.518 -2.408 -0.241  0.1266
21 C 3.295 -1.410 1.537  -0.1255
22 C 2.911 -1.919 2.765  0.0031
23 C 1.673 -1.563 3.293  -0.0574
24 C 0.876 -0.701 2.564  -0.1105
25 N 1.239 -0.199 1.390  -0.0329
26 C 2.433 -0.529 0.848  -0.7210
27 S 2.778 0.177 -0.655  0.7093
28 H 3.573 -2.583 3.302  0.1204
29 H 1.343 -1.943 4.247  0.1001
30 H -0.096 -0.388 2.919  0.1208

## Properties
Lowest unoccupied orbital energy: 2.0 eV
Net charge: -1
Frontier orbital gap: 7.4 eV

---

Entry 3:
ORCA calculation (ωB97M-V with the def2-TZVPD basis set) on C31H38LaN4 as an isolated structure at a distorted geometry.

Each line ends with the Löwdin charge.
Positions of all 74 atoms, in Å:
1 La 0.145 -0.218 0.841  1.8718
2 N -2.901 -2.391 0.784  0.0683
3 N -0.499 -2.072 -0.985  -0.1580
4 C 2.465 0.994 -0.182  -0.3240
5 C 2.825 -0.280 0.367  -0.3428
6 C 2.643 -0.204 1.792  -0.3602
7 C 2.637 -1.339 2.758  -0.0616
8 H 3.191 -2.203 2.361  0.0773
9 H 1.608 -1.691 3.010  0.0746
10 H 3.101 -1.027 3.711  0.0793
11 C 2.183 1.113 2.109  -0.3446
12 C 1.730 1.560 3.453  -0.0663
13 H 2.359 1.119 4.238  0.0768
14 H 0.687 1.267 3.662  0.0425
15 H 1.784 2.654 3.542  0.0760
16 C 2.041 1.838 0.892  -0.3433
17 C 1.388 3.172 0.754  -0.0656
18 H 0.458 3.243 1.347  0.0769
19 H 1.128 3.382 -0.294  0.0695
20 H 2.047 3.985 1.101  0.0781
21 C 3.174 -1.510 -0.391  -0.0624
22 H 4.207 -1.825 -0.186  0.0796
23 H 3.080 -1.352 -1.473  0.0639
24 H 2.528 -2.366 -0.134  0.0642
25 C 2.416 1.377 -1.619  -0.0545
26 H 1.380 1.506 -1.977  0.0690
27 H 2.889 0.621 -2.252  0.0593
28 H 2.923 2.339 -1.798  0.0857
29 C -3.539 -1.883 1.791  -0.1633
30 H -4.433 -1.251 1.682  0.0819
31 C -3.020 -2.071 3.188  -0.2842
32 H -3.834 -1.904 3.902  0.1085
33 C -2.338 -3.407 3.302  -0.1443
34 H -2.363 -3.966 4.242  0.0739
35 C -1.579 -3.786 2.243  -0.1150
36 H -0.878 -4.622 2.236  0.0841
37 C -1.660 -2.947 1.052  -0.4002
38 C -0.474 -2.609 0.337  -0.3276
39 H 0.400 -3.237 0.533  0.0813
40 C -0.813 -0.763 -1.295  -0.2473
41 C -0.205 -2.797 -2.148  -0.0287
42 H 0.033 -3.843 -2.112  0.1157
43 C -0.364 -1.953 -3.176  -0.0617
44 H -0.239 -2.123 -4.229  0.1041
45 N -0.732 -0.714 -2.656  -0.0333
46 C -0.873 0.505 -3.374  -0.1269
47 C 0.095 0.895 -4.325  -0.2061
48 C 0.040 2.200 -4.833  -0.0169
49 H 0.786 2.505 -5.571  0.1107
50 C -0.920 3.118 -4.400  -0.2777
51 C -0.915 4.540 -4.878  -0.0658
52 H -0.711 5.233 -4.050  0.0821
53 H -1.892 4.818 -5.294  0.0778
54 H -0.154 4.694 -5.649  0.0705
55 C -1.894 2.690 -3.494  -0.0088
56 H -2.674 3.388 -3.181  0.1185
57 C -1.898 1.391 -2.986  -0.1965
58 C -3.018 0.959 -2.103  -0.0513
59 H -3.694 0.260 -2.617  0.0974
60 H -3.604 1.844 -1.833  0.0745
61 H -2.683 0.477 -1.176  0.0439
62 C 1.210 0.002 -4.770  -0.0577
63 H 0.851 -0.806 -5.422  0.0752
64 H 1.778 -0.439 -3.939  0.0724
65 H 1.917 0.598 -5.360  0.0776
66 C -0.398 -0.403 5.585  -0.1287
67 C -1.612 -1.155 5.058  -0.2281
68 C -1.837 -1.038 3.547  -0.4227
69 N -1.175 -0.411 2.698  -0.1536
70 H 0.511 -0.682 5.034  0.0520
71 H -0.229 -0.645 6.639  0.0581
72 H -0.546 0.680 5.505  0.0643
73 H -1.512 -2.223 5.308  0.0910
74 H -2.527 -0.810 5.559  0.1013

## Properties
Lowest unoccupied orbital energy (alpha / beta): 2.4 / 2.4 eV
Net charge: -1
Frontier orbital gap (alpha / beta): 3.1 / 3.1 eV

---

Entry 4:
ORCA calculation (ωB97M-V with the def2-TZVPD basis set) on C26H32NO5SV as an isolated structure at a distorted geometry.

Each line ends with the Löwdin spin population.
Positions of all 66 atoms, in Å:
1 O 0.411 -3.157 -1.352  0.0001
2 C -0.054 -4.222 -0.422  0.0000
3 C -0.242 -5.312 -1.443  0.0000
4 H -1.025 -3.949 0.002  0.0000
5 H 0.694 -4.444 0.355  0.0000
6 C 0.215 -4.181 -2.392  0.0000
7 H -1.290 -5.622 -1.542  0.0000
8 H 0.468 -6.147 -1.382  0.0000
9 C -0.867 -3.830 -3.400  0.0000
10 H -1.757 -3.409 -2.903  0.0000
11 H -1.157 -4.744 -3.940  0.0000
12 H -0.466 -3.114 -4.124  0.0000
13 C 1.531 -4.572 -3.027  0.0000
14 H 2.268 -4.725 -2.229  0.0000
15 H 1.849 -3.787 -3.719  0.0000
16 H 1.387 -5.516 -3.570  0.0000
17 V 1.146 1.320 -0.595  1.2509
18 C 3.195 2.318 -0.138  -0.0232
19 C 2.771 1.942 1.164  -0.0307
20 C 2.546 0.535 1.184  -0.0382
21 H 2.771 2.585 2.040  -0.0006
22 C 2.873 0.007 -0.123  -0.0026
23 C 3.312 1.114 -0.930  -0.0385
24 H 3.764 1.047 -1.914  -0.0008
25 H 3.512 3.305 -0.465  0.0005
26 H 2.307 -0.066 2.062  -0.0013
27 H 2.920 -1.051 -0.374  0.0034
28 C 0.505 2.947 -2.141  -0.0207
29 C 1.410 1.991 -2.680  -0.0330
30 C 0.774 0.689 -2.643  -0.0071
31 H 2.364 2.229 -3.138  -0.0005
32 C -0.547 0.881 -2.096  -0.0273
33 C -0.705 2.272 -1.801  -0.0302
34 H -1.636 2.740 -1.487  -0.0007
35 H 0.688 4.020 -2.092  0.0003
36 H 1.180 -0.238 -3.035  0.0027
37 H -1.330 0.138 -2.020  -0.0009
38 O -2.252 -2.288 0.075  0.0002
39 C -1.147 -1.374 0.072  0.0005
40 C -0.258 -1.639 1.286  -0.0004
41 H -1.575 -0.363 0.160  -0.0002
42 H -0.630 -1.463 -0.893  0.0006
43 C -1.226 -2.305 2.291  -0.0001
44 H 0.186 -0.732 1.703  -0.0004
45 H 0.564 -2.294 0.987  0.0000
46 C -2.497 -2.606 1.477  -0.0001
47 H -1.478 -1.592 3.082  0.0000
48 H -0.790 -3.209 2.723  0.0000
49 H -3.328 -1.979 1.856  0.0000
50 H -2.753 -3.674 1.506  0.0000
51 O 1.176 4.537 0.230  0.0049
52 C 0.360 3.907 0.926  0.0028
53 N 0.176 2.520 0.818  -0.0107
54 S -1.023 1.916 1.814  0.0013
55 O -2.121 1.425 1.015  0.0001
56 O -0.514 1.103 2.896  0.0003
57 C -1.406 3.484 2.445  -0.0002
58 C -2.317 3.715 3.475  -0.0001
59 C -2.422 5.019 3.972  0.0002
60 C -1.590 6.028 3.458  0.0000
61 C -0.648 5.764 2.454  0.0001
62 C -0.557 4.457 1.948  -0.0005
63 H -2.901 2.877 3.844  0.0000
64 H -3.149 5.222 4.762  0.0000
65 H -1.687 7.029 3.872  0.0000
66 H 0.020 6.523 2.055  0.0000

## Properties
Relative energy (zero: lowest compared OMol25 entry of this formula, charge and spin): 0.0 kJ/mol
Lowest unoccupied orbital energy (alpha / beta): -5.2 / -4.7 eV
⟨S²⟩: 0.810
Net charge: +1
Frontier orbital gap (alpha / beta): 6.3 / 6.8 eV
2S+1: 2

---

Entry 5:
ORCA calculation (ωB97M-V with the def2-TZVPD basis set) on a 2-piece molecular cluster, C9H10N2O2 overall at a distorted geometry.

Each line ends with the Löwdin charge.
Positions of all 23 atoms, in Å:
1 O -2.687 1.893 -1.752  0.0016
2 C -1.973 1.378 -0.724  -0.1819
3 C -0.637 1.443 -0.746  -0.0692
4 C 0.343 0.820 0.200  -0.2337
5 C 1.699 0.737 -0.167  -0.0362
6 C 2.565 0.115 0.725  -0.0721
7 C 2.082 -0.606 1.831  -0.0636
8 C 0.760 -0.330 2.259  -0.1005
9 C -0.083 0.322 1.419  -0.1028
10 H -2.276 2.194 -2.576  0.1191
11 H -2.485 0.783 0.090  0.1398
12 H 0.038 1.920 -1.461  0.1158
13 H 2.120 1.110 -0.981  0.0653
14 H 3.622 0.133 0.339  0.1205
15 H 2.632 -1.182 2.572  0.0985
16 H 0.463 -0.737 3.125  0.0651
17 H -1.079 0.522 1.894  0.1348
18 N -1.221 -2.100 -0.039  0.0522
19 N -0.943 -1.970 -1.351  0.0420
20 C -0.421 -1.268 -2.145  -0.3747
21 O -0.024 -0.746 -3.100  0.1314
22 H -2.033 -2.647 0.067  0.0848
23 H -0.461 -1.784 0.521  0.0638

## Properties
SMILES string: O/C=C/c1ccccc1.NN=C=O
Relative energy (zero: lowest compared OMol25 entry of this formula, charge and spin): 386.3 kJ/mol
Lowest unoccupied orbital energy: 0.7 eV
Net charge: 0
Frontier orbital gap: 8.8 eV